A 2-piece molecular cluster, C4H10N2O overall, computed with ωB97M-V/def2-TZVPD.

The geometry in XYZ format:
```
17
Properties=species:S:1:pos:R:3:forces:R:3:lowdin_charge:R:1
C 0.85880 0.99193 -0.61805 0.3 0.3 0.1 -0.034
C 1.63888 -1.13602 0.08415 0.5 -0.4 0.5 -0.042
C 0.01501 -0.97442 -1.61197 -0.4 -0.5 -0.2 -0.056
N 0.79223 -0.31710 -0.76790 -0.1 0.4 -0.2 -0.351
C -1.91708 1.13018 0.64756 0.0 -0.6 -0.4 -0.473
N -1.46612 0.49232 1.74496 0.1 -0.2 0.4 0.125
O -2.16617 2.30542 0.59522 -0.1 0.6 0.0 0.012
H -1.22498 -0.48198 1.73248 0.0 0.0 -0.1 0.086
H -1.27260 1.03225 2.56856 0.0 0.1 0.1 0.104
H 1.54308 1.41969 0.08469 0.1 -0.1 0.2 0.059
H 0.26956 1.63028 -1.24526 -0.2 0.0 -0.2 0.074
H 2.27904 -1.77007 -0.52932 -0.1 0.1 0.0 0.099
H 1.03002 -1.78001 0.72028 -0.1 0.1 -0.1 0.092
H 2.26507 -0.50684 0.71229 -0.1 0.0 -0.1 0.087
H 0.03728 -2.04375 -1.63065 0.1 -0.2 0.1 0.048
H -2.06189 0.44182 -0.20713 0.1 0.0 0.0 0.114
H -0.62012 -0.43371 -2.27993 -0.1 0.3 -0.2 0.056
```
Forces are in eV/Å.

The relative energy (zero: lowest compared OMol25 entry of this formula, charge and spin) is 322.7 kJ/mol. The total energy comes out at -9335.6426 eV. Its net charge is 0. For the highest occupied orbital energy, the calculation gives -6.87 eV. As for the multiplicity: 1. The HOMO-LUMO gap is 0.2794 Ha.


C4H10N2O as an isolated structure in a non-equilibrium geometry, computed with ωB97M-V/def2-TZVPD.

The geometry in XYZ format:
```
17
Properties=species:S:1:pos:R:3:forces:R:3:lowdin_charge:R:1
C -1.91831 1.46039 0.16398 2.3 -4.2 1.4 -0.242
O -0.92425 1.93143 -0.62753 3.9 -1.1 -1.7 -0.250
C -0.84556 -1.56774 0.06046 4.8 2.6 1.1 -0.132
N -1.28282 -2.50688 0.57608 -0.4 0.5 -0.7 0.140
H -0.13246 1.03442 -0.63057 -3.2 3.1 0.0 0.133
H -2.28227 2.14401 0.93536 0.2 -0.1 0.0 0.066
H -2.73354 1.01002 -0.41208 -0.2 0.1 0.2 0.061
C 1.22827 -0.76328 -1.24495 -0.6 -0.3 -0.1 -0.083
C 1.17676 -0.12114 1.09968 -0.9 -1.1 0.6 -0.068
N 0.32995 -0.40226 -0.10087 -1.2 -2.2 -1.2 -0.279
H -1.13649 0.43708 0.59462 -4.3 2.8 0.5 0.093
H 1.74362 -1.00761 1.39237 0.1 0.0 -0.1 0.090
H 1.92009 0.05505 -1.45784 -0.2 0.1 0.4 0.095
H 1.80708 -1.66309 -1.02653 -0.1 0.0 -0.1 0.089
H 0.63121 -0.89893 -2.14935 0.0 -0.1 0.2 0.094
H 1.87320 0.69281 0.88384 -0.4 -0.1 -0.4 0.102
H 0.54552 0.16574 1.94334 0.0 0.1 -0.2 0.091
```
Forces are in eV/Å.

The relative energy (zero: lowest compared OMol25 entry of this formula, charge and spin) is 614.7 kJ/mol. The total energy comes out at -9332.6161 eV. Its net charge is 0. For the highest occupied orbital energy, the calculation gives -9.04 eV. As for the multiplicity: 1. The HOMO-LUMO gap is 0.3187 Ha.


One molecule with the formula C4H10N2O in a non-equilibrium geometry, computed with ωB97M-V/def2-TZVPD.

The geometry in XYZ format:
```
17
Properties=species:S:1:pos:R:3:forces:R:3:lowdin_charge:R:1
C -0.17055 0.80844 0.08333 0.4 -1.3 0.5 -0.178
N -1.02170 0.14685 1.13183 -0.6 0.7 0.0 -0.010
C -0.34152 -0.85313 1.89783 1.2 -0.1 -0.5 -0.319
O 0.76795 -0.71867 2.33995 -0.1 0.1 0.1 0.062
C -0.24113 0.18640 -1.30842 -0.1 0.6 -0.9 -0.435
C 0.69688 -1.00843 -1.47611 -0.5 0.0 0.2 -0.064
N 0.16683 1.17255 -2.33055 0.3 0.6 -0.4 0.010
H -0.45966 1.84764 -0.04513 0.0 0.1 0.5 0.114
H 0.82220 0.65015 0.51381 0.5 0.9 -0.6 0.108
H -1.08753 0.89271 1.82747 -0.5 0.0 -0.1 0.112
H -0.83648 -1.80921 2.02332 -0.7 -0.2 0.1 0.119
H -1.28375 -0.00188 -1.56533 -0.1 -0.6 0.4 0.133
H 0.63722 -1.69647 -0.63148 0.2 0.0 0.1 0.065
H 1.68854 -0.57013 -1.57478 0.2 -0.3 0.2 0.080
H 0.49031 -1.58481 -2.37686 -0.1 0.2 -0.1 0.073
H -0.56786 1.51154 -2.93666 -0.2 -0.3 0.2 0.064
H 0.62689 2.00659 -1.98453 0.1 -0.3 0.3 0.064
```
Forces are in eV/Å.

The relative energy (zero: lowest compared OMol25 entry of this formula, charge and spin) is 209.9 kJ/mol. The total energy comes out at -9336.8115 eV. Its net charge is 0. For the highest occupied orbital energy, the calculation gives -9.27 eV. As for the multiplicity: 1. The HOMO-LUMO gap is 0.3720 Ha.


One molecule with the formula C4H10N2O in a non-equilibrium geometry, computed with ωB97M-V/def2-TZVPD.

The geometry in XYZ format:
```
17
Properties=species:S:1:pos:R:3:forces:R:3:lowdin_charge:R:1
C -1.32040 1.42067 -0.01727 -2.5 2.7 1.0 -0.024
C 0.09085 1.75943 -0.40849 1.3 -0.3 -0.2 -0.531
N 0.84665 0.62193 -0.61234 -1.9 -1.0 0.4 0.053
C 0.39977 -0.73107 -0.84686 -0.7 -1.3 1.1 -0.211
C -0.12668 -1.54011 0.39391 -0.2 0.8 -1.0 -0.288
N 0.83597 -1.43971 1.47243 0.1 1.2 0.8 -0.023
O 0.59955 2.87059 -0.49616 -0.9 -0.8 0.3 0.039
H -2.00667 2.36911 -0.19742 1.3 -2.0 -0.5 0.120
H -1.44863 1.49285 1.13262 0.6 -1.1 -1.7 0.117
H -1.71305 0.48719 -0.51177 0.2 1.2 0.9 0.076
H 1.79115 0.62410 -0.70967 3.1 1.4 -0.3 0.095
H 1.15808 -1.43098 -1.25907 0.2 1.2 0.1 0.129
H -0.32643 -0.65696 -1.59268 -1.5 -0.4 -1.3 0.082
H -0.20696 -2.57062 0.04544 0.0 -0.1 0.2 0.100
H -1.17110 -1.23573 0.67047 1.2 -0.1 0.2 0.105
H 0.81370 -0.45146 1.84365 0.2 -1.5 -0.5 0.088
H 1.78420 -1.58922 1.09322 -0.7 0.1 0.4 0.073
```
Forces are in eV/Å.

The relative energy (zero: lowest compared OMol25 entry of this formula, charge and spin) is 174.1 kJ/mol. The total energy comes out at -9337.1830 eV. Its net charge is 0. For the highest occupied orbital energy, the calculation gives -9.38 eV. As for the multiplicity: 1. The HOMO-LUMO gap is 0.3729 Ha.


A 2-piece molecular cluster, C4H10N2O overall in a non-equilibrium geometry, computed with ωB97M-V/def2-TZVPD.

The geometry in XYZ format:
```
17
Properties=species:S:1:pos:R:3:forces:R:3:lowdin_charge:R:1
C -1.82026 1.41997 -2.48066 1.3 0.1 0.3 -0.154
N -0.87404 -0.19151 -0.16564 -0.2 1.6 -3.1 0.091
C -0.39006 -0.26815 -1.49740 -0.8 0.7 -0.9 -0.283
N -0.75536 0.36024 -2.57159 -0.5 0.2 1.9 -0.043
H -2.78242 1.06429 -2.11975 -0.1 -0.2 0.2 0.051
H -1.98765 1.79102 -3.49547 0.1 0.0 0.2 0.053
H -1.48601 2.29457 -1.83679 -0.3 -1.0 -0.6 0.087
H -0.55426 -0.87000 0.45177 0.5 -1.4 1.0 0.005
H -1.86587 -0.09271 -0.15957 -0.6 0.3 0.3 0.075
H 0.40965 -0.97095 -1.66782 0.4 -0.2 0.3 0.100
C 2.68202 -0.59848 2.31432 -3.5 0.0 -1.3 0.044
C 1.39233 -0.46926 1.79871 3.8 0.3 2.0 -0.252
O 0.38883 -1.35946 2.12175 0.2 0.1 -0.9 -0.054
H 3.46003 0.06229 1.99162 0.1 0.4 0.0 0.038
H 2.92764 -1.37285 3.03281 0.0 -0.1 -0.3 0.053
H 1.09575 0.43245 1.25459 0.1 -0.6 -0.3 0.096
H 0.15968 -1.23147 3.02912 -0.3 0.0 1.0 0.092
```
Forces are in eV/Å.

The relative energy (zero: lowest compared OMol25 entry of this formula, charge and spin) is 297.4 kJ/mol. The total energy comes out at -9335.9055 eV. Its net charge is 0. For the highest occupied orbital energy, the calculation gives -9.07 eV. As for the multiplicity: 1. The HOMO-LUMO gap is 0.3592 Ha.


One molecule with the formula C4H10N2O in a non-equilibrium geometry, computed with ωB97M-V/def2-TZVPD.

The geometry in XYZ format:
```
17
Properties=species:S:1:pos:R:3:forces:R:3:lowdin_charge:R:1
O 0.76656 0.41292 1.98192 -1.6 0.5 -1.7 0.014
C -0.00129 0.36952 0.97885 3.3 1.6 4.0 -0.513
N 0.09876 -0.65161 0.16725 -0.4 -4.1 -3.1 0.076
C 1.30997 -1.52459 0.19172 -0.4 -0.7 2.7 -0.290
N 1.92604 -1.96256 -0.97756 -1.3 -1.0 -5.1 -0.021
C -0.75173 1.57982 0.59928 -2.0 -1.0 -2.7 -0.148
C -1.89548 1.42951 -0.46219 -2.0 0.1 0.5 -0.105
H -0.75599 -1.12550 -0.15518 0.6 0.8 -0.2 0.151
H 1.99880 -0.86527 0.69397 0.4 -0.3 0.6 0.109
H 1.22987 -2.51992 0.76936 -0.8 1.9 0.0 0.141
H 2.75227 -1.52227 -1.29499 0.8 1.0 0.3 0.047
H 1.37334 -2.04405 -1.90221 0.6 -0.1 2.4 0.117
H -0.09186 2.29965 0.18870 1.2 0.5 -0.2 0.113
H -1.14591 2.00555 1.44829 -0.9 0.9 2.0 0.086
H -2.60123 2.35679 -0.43010 1.3 -1.6 -0.1 0.100
H -1.66004 1.23226 -1.50859 0.8 0.5 0.1 0.055
H -2.55208 0.52974 -0.28852 0.4 0.9 0.5 0.069
```
Forces are in eV/Å.

The relative energy (zero: lowest compared OMol25 entry of this formula, charge and spin) is 216.4 kJ/mol. The total energy comes out at -9336.7447 eV. Its net charge is 0. For the highest occupied orbital energy, the calculation gives -9.45 eV. As for the multiplicity: 1. The HOMO-LUMO gap is 0.3771 Ha.